{"formula": "C30H64AsCuF9NO14", "method": "wB97M-V/def2-TZVPD", "homo_lumo_gap_ev": [7.3, 2.1], "total_charge": 1, "homo_ev": [-10.65, -10.65], "e_lumo_ha": [-0.12483, -0.31275], "e_tot_ha": -7063.9341, "multiplicity": 2, "symbols": ["Cu", "As", "F", "F", "F", "F", "F", "F", "C", "C", "N", "H", "H", "H", "C", "O", "C", "C", "O", "C", "C", "O", "C", "H", "H", "H", "H", "H", "H", "H", "H", "H", "H", "H", "H", "H", "H", "C", "O", "C", "C", "O", "C", "C", "O", "C", "H", "H", "H", "H", "H", "H", "H", "H", "H", "H", "H", "H", "H", "H", "C", "O", "C", "C", "O", "C", "C", "O", "C", "H", "H", "H", "H", "H", "H", "H", "H", "H", "H", "H", "H", "H", "H", "C", "O", "C", "C", "O", "C", "C", "O", "C", "H", "H", "H", "H", "H", "H", "H", "H", "H", "H", "H", "H", "H", "H", "C", "C", "O", "C", "O", "C", "F", "F", "F", "H", "H", "H", "H", "H"], "positions_angstrom": [[6.66, 0.68, -1.95], [0.96, 1.84, -0.92], [1.43, 3.54, -0.42], [0.57, 2.42, -2.55], [0.48, 0.17, -1.37], [1.38, 1.30, 0.75], [-0.74, 2.10, -0.31], [2.72, 1.61, -1.24], [-2.26, 6.26, 2.13], [-2.11, 7.65, 1.72], [-2.03, 8.75, 1.35], [-2.36, 6.27, 3.21], [-1.30, 5.82, 1.85], [-3.03, 5.72, 1.58], [-1.81, -5.43, 3.54], [-1.57, -4.44, 4.53], [-1.90, -3.13, 3.99], [-1.92, -2.06, 5.14], [-2.74, -2.38, 6.33], [-4.06, -2.85, 6.06], [-4.76, -3.10, 7.46], [-6.19, -3.48, 7.25], [-6.85, -4.15, 8.31], [-1.15, -6.24, 3.86], [-1.77, -5.05, 2.52], [-2.83, -5.82, 3.62], [-2.76, -3.06, 3.33], [-1.00, -2.87, 3.44], [-2.40, -1.14, 4.80], [-0.90, -1.86, 5.48], [-3.99, -3.74, 5.45], [-4.66, -2.11, 5.52], [-4.81, -2.20, 8.07], [-4.40, -3.98, 7.99], [-7.85, -4.38, 7.94], [-6.98, -3.48, 9.16], [-6.35, -5.04, 8.67], [-3.69, -6.81, -4.74], [-4.27, -5.53, -5.09], [-5.67, -5.57, -5.28], [-6.29, -4.66, -4.31], [-5.77, -3.31, -4.36], [-4.73, -2.87, -3.54], [-5.17, -2.53, -2.11], [-5.82, -3.52, -1.22], [-6.67, -2.97, -0.26], [-4.24, -7.19, -3.89], [-2.65, -6.74, -4.43], [-3.79, -7.59, -5.49], [-6.10, -6.57, -5.34], [-5.73, -5.09, -6.26], [-6.22, -5.09, -3.32], [-7.37, -4.54, -4.38], [-4.38, -1.95, -4.00], [-3.94, -3.62, -3.55], [-5.94, -1.82, -2.39], [-4.24, -2.14, -1.68], [-6.10, -2.31, 0.40], [-7.06, -3.79, 0.35], [-7.49, -2.47, -0.76], [8.24, 1.61, 1.57], [7.21, 2.19, 0.73], [6.72, 3.44, 1.21], [7.39, 4.50, 0.35], [7.22, 4.19, -1.07], [7.29, 5.45, -1.73], [8.81, 5.84, -1.96], [9.31, 5.22, -3.16], [10.52, 5.71, -3.65], [8.94, 2.34, 1.98], [8.86, 0.94, 0.97], [7.74, 1.09, 2.39], [7.03, 3.59, 2.24], [5.64, 3.54, 1.14], [8.42, 4.59, 0.71], [6.92, 5.45, 0.60], [6.77, 6.26, -1.22], [6.79, 5.39, -2.69], [9.31, 5.43, -1.08], [8.86, 6.93, -1.92], [10.33, 6.72, -4.00], [10.87, 4.97, -4.38], [11.21, 5.62, -2.82], [7.50, 0.96, -5.52], [6.32, 1.10, -4.67], [5.03, 0.83, -5.24], [4.85, -0.68, -5.23], [5.36, -1.25, -4.10], [5.23, -2.65, -3.90], [6.16, -2.94, -2.66], [5.77, -2.03, -1.70], [5.06, -2.72, -0.70], [7.42, 0.05, -6.12], [8.32, 1.05, -4.81], [7.61, 1.80, -6.20], [4.91, 1.30, -6.22], [4.34, 1.27, -4.52], [5.39, -1.11, -6.08], [3.85, -1.03, -5.49], [5.45, -3.28, -4.77], [4.22, -2.84, -3.53], [7.23, -2.83, -2.83], [6.16, -3.98, -2.33], [4.21, -3.32, -1.02], [4.71, -2.03, 0.07], [5.75, -3.33, -0.11], [-7.30, 3.41, 0.85], [-7.89, 4.40, 1.95], [-7.80, 3.75, 3.25], [-8.75, 4.18, 4.25], [-9.53, 5.09, 4.04], [-8.90, 3.35, 5.51], [-7.68, 2.82, 5.79], [-9.12, 4.19, 6.51], [-9.84, 2.41, 5.19], [-7.91, 2.53, 0.67], [-6.32, 3.07, 1.18], [-7.20, 4.01, -0.06], [-8.91, 4.64, 1.66], [-7.48, 5.41, 2.07]]}

{"formula": "C30H64N6O4P2", "method": "wB97M-V/def2-TZVPD", "homo_lumo_gap_ev": 7.0, "homo_ev": -8.38, "e_lumo_ha": -0.04922, "e_tot_ha": -2493.6218, "symbols": ["C", "C", "C", "C", "C", "C", "C", "C", "C", "C", "C", "C", "C", "C", "C", "O", "C", "C", "C", "O", "H", "H", "H", "H", "H", "H", "H", "H", "H", "H", "H", "H", "H", "H", "H", "H", "H", "H", "H", "H", "H", "H", "H", "H", "H", "H", "H", "H", "O", "P", "N", "C", "C", "N", "C", "C", "N", "C", "C", "H", "H", "H", "H", "H", "H", "H", "H", "H", "H", "H", "H", "H", "H", "H", "H", "H", "H", "O", "P", "N", "C", "C", "N", "C", "C", "N", "C", "C", "H", "H", "H", "H", "H", "H", "H", "H", "H", "H", "H", "H", "H", "H", "H", "H", "H", "H"], "positions_angstrom": [[0.51, 5.97, -3.52], [1.06, 6.80, -2.35], [2.37, 6.20, -1.79], [2.49, 6.35, -0.27], [3.55, 5.37, 0.30], [4.94, 5.99, 0.56], [5.61, 5.47, 1.85], [5.96, 3.98, 1.80], [4.93, 3.05, 2.49], [4.28, 2.13, 1.45], [3.13, 1.30, 2.00], [2.30, 0.51, 0.94], [2.53, 0.92, -0.49], [3.60, 0.55, -1.21], [3.82, 0.99, -2.60], [4.88, 0.79, -3.15], [2.72, 1.71, -3.27], [1.64, 2.05, -2.58], [1.48, 1.77, -1.14], [0.53, 2.20, -0.53], [-0.04, 5.11, -3.13], [1.33, 5.66, -4.16], [-0.17, 6.57, -4.13], [0.31, 6.81, -1.55], [1.25, 7.80, -2.72], [2.44, 5.16, -2.10], [3.19, 6.74, -2.28], [2.79, 7.36, 0.00], [1.53, 6.06, 0.16], [3.17, 4.90, 1.21], [3.68, 4.57, -0.43], [4.81, 7.07, 0.67], [5.58, 5.79, -0.30], [6.51, 6.07, 1.98], [4.94, 5.70, 2.68], [6.12, 3.67, 0.76], [6.92, 3.84, 2.31], [5.42, 2.45, 3.26], [4.14, 3.68, 2.91], [5.04, 1.44, 1.06], [3.99, 2.76, 0.61], [3.56, 0.56, 2.68], [2.46, 1.92, 2.60], [1.25, 0.72, 1.15], [2.41, -0.57, 1.04], [4.32, -0.08, -0.70], [2.86, 1.92, -4.32], [0.82, 2.55, -3.08], [2.13, -5.48, -0.75], [0.74, -5.03, -1.04], [0.83, -3.34, -0.79], [-0.26, -2.46, -0.43], [1.87, -2.65, -1.54], [-0.12, -5.78, 0.22], [-1.19, -5.14, 0.98], [0.63, -6.69, 1.08], [-0.63, -5.05, -2.09], [-1.11, -6.42, -2.39], [-0.37, -4.41, -3.40], [-1.00, -2.30, -1.23], [0.14, -1.47, -0.17], [-0.79, -2.78, 0.46], [1.65, -2.58, -2.62], [2.83, -3.16, -1.44], [2.01, -1.64, -1.16], [-0.79, -4.44, 1.73], [-1.78, -5.90, 1.51], [-1.89, -4.62, 0.33], [1.25, -6.15, 1.81], [1.28, -7.33, 0.50], [-0.06, -7.33, 1.62], [-0.35, -7.04, -2.88], [-1.98, -6.35, -3.05], [-1.43, -6.93, -1.49], [0.52, -4.81, -3.90], [-0.24, -3.33, -3.29], [-1.23, -4.55, -4.05], [-3.15, -2.29, 1.90], [-4.53, -1.97, 1.38], [-4.45, -0.26, 1.62], [-5.56, 0.61, 1.94], [-3.39, 0.42, 0.88], [-5.43, -2.72, 2.64], [-6.52, -2.08, 3.35], [-4.71, -3.61, 3.53], [-5.93, -1.90, 0.37], [-6.50, -3.23, 0.04], [-5.68, -1.25, -0.94], [-6.29, 0.74, 1.12], [-5.17, 1.61, 2.18], [-6.10, 0.29, 2.82], [-3.58, 0.47, -0.20], [-2.44, -0.10, 1.02], [-3.26, 1.44, 1.24], [-6.15, -1.38, 4.12], [-7.12, -2.84, 3.86], [-7.20, -1.56, 2.68], [-4.12, -3.07, 4.27], [-4.04, -4.26, 2.98], [-5.42, -4.25, 4.06], [-5.79, -3.87, -0.49], [-7.38, -3.10, -0.59], [-6.83, -3.75, 0.94], [-4.84, -1.70, -1.48], [-5.49, -0.18, -0.82], [-6.57, -1.33, -1.57]]}